1.
Here is a structure of composition C14H21FeNP from the Open Molecules 2025 dataset. Energies are from the ωB97M-V functional and the def2-TZVPD basis.

Summary:
* molar mass: 290.15 g mol⁻¹
* LUMO level (alpha / beta): 3.00 / 2.97 eV
* 2S+1: 5
* <S²>: 6.107
* total energy: -2205.67902 Eh
* HOMO-LUMO gap (alpha / beta): 3.59 / 6.55 eV
* net charge: -1

Last column: Löwdin charge in e.
Geometry (Å):
C -2.10870 -1.89855 1.67013  -0.3342
Fe -1.79339 -1.51880 -0.31912  0.0392
N -1.62042 -1.02995 -2.53253  -0.0063
H -3.14551 -2.23281 -0.61483  -0.1243
H -2.22907 -0.25151 -2.82351  0.0424
H -1.39714 -2.98941 -0.42155  -0.1162
H -2.79560 -2.74027 1.84011  -0.0421
H -2.56658 -0.96806 2.06421  -0.0299
H -1.15626 -2.09731 2.19356  -0.0435
H -0.68019 -0.80288 -2.88241  0.0169
H -1.93543 -1.84203 -3.07994  0.0382
C 2.25493 -0.49236 0.74721  -0.3121
P 0.48899 -0.64500 0.20946  0.8690
C -0.05527 0.35121 1.65654  -0.3976
C 0.24461 -0.07006 2.97196  -0.1291
C -0.14562 0.68413 4.08111  -0.0994
C -0.84423 1.87721 3.90332  -0.1200
C -1.16691 2.30538 2.61479  -0.1041
C -0.78552 1.54620 1.50200  -0.1056
C 0.99685 0.04577 -1.40429  -0.4208
C 0.52216 1.28716 -1.86854  -0.1106
C 0.95347 1.80655 -3.09377  -0.1047
C 1.86862 1.09949 -3.87305  -0.1233
C 2.34485 -0.13528 -3.43557  -0.1041
C 1.90952 -0.66340 -2.21658  -0.1177
H 2.41731 -0.86682 1.77283  0.0194
H 2.58807 0.56679 0.70473  0.0464
H 2.93431 -1.11182 0.13320  0.0208
H 0.77444 -0.99484 3.15657  0.0926
H 0.09294 0.34288 5.07982  0.0905
H -1.14157 2.46459 4.76175  0.0845
H -1.71238 3.22936 2.47827  0.0872
H -1.06890 1.91438 0.53904  0.0640
H -0.17766 1.87084 -1.31129  0.0694
H 0.57898 2.76199 -3.43670  0.0904
H 2.20593 1.50821 -4.81668  0.0860
H 3.05563 -0.68439 -4.04049  0.0910
H 2.29476 -1.62659 -1.90975  0.0975

Cartesian forces, eV/Å:
C -0.12 0.56 0.07
Fe -0.21 0.59 0.07
N -0.10 0.15 -0.65
H -1.05 0.07 -0.35
H 0.35 -0.45 0.29
H 0.90 -1.59 -0.49
H 0.14 0.27 -0.22
H 0.16 -0.39 0.24
H -0.33 0.11 -0.18
H -0.43 -0.07 0.29
H 0.06 0.32 0.66
C 1.80 -0.25 0.66
P -0.19 -1.96 0.42
C -0.22 1.47 0.09
C -0.21 0.47 -0.17
C -0.17 0.15 -0.62
C 0.04 -0.11 -0.30
C 0.26 -0.51 0.11
C 0.31 -0.22 1.27
C -0.15 1.25 -0.41
C 0.79 -0.40 -0.88
C 0.21 -0.51 0.08
C -0.19 0.09 0.14
C -0.38 0.10 0.44
C -0.16 0.58 -0.19
H -0.24 0.27 -0.34
H 0.04 -0.42 0.06
H -0.35 0.40 0.08
H 0.04 -0.01 -0.19
H -0.01 -0.07 0.02
H -0.02 0.04 0.04
H -0.05 0.05 -0.04
H -0.07 -0.06 -0.51
H -0.32 0.08 0.44
H -0.02 0.06 -0.01
H 0.01 0.01 -0.04
H -0.02 -0.06 0.00
H -0.12 -0.02 0.14

---

2.
Here is the ion C5H4NO2 with charge -1 from the Open Molecules 2025 dataset. Energies are from the ωB97M-V functional and the def2-TZVPD basis.

Summary:
* molar mass: 110.09 g mol⁻¹
* LUMO level: 4.24 eV
* total energy: -398.10646 Eh
* structure (SMILES): O=C1C[C@H]2NC([O-])=C12
* HOMO-LUMO gap: 7.15 eV
* net charge: -1

Last column: Löwdin charge in e.
Geometry (Å):
O -2.13701 2.52020 0.17022  -0.0276
C -1.42563 1.56928 -0.15611  -0.3951
C -0.07631 1.00533 0.33646  -0.0838
C -0.26406 -0.23811 -0.55367  -0.3535
N -0.89233 -1.39944 -0.02801  0.0389
C -2.17550 -0.78814 -0.03554  -0.5400
O -3.20425 -1.23413 0.38321  0.0078
C -1.66052 0.28712 -0.89237  -0.0760
H 0.88398 1.51061 0.13963  0.0953
H -0.18991 0.65627 1.27006  0.0658
H 0.57374 -0.39085 -1.21214  0.1075
H -0.50750 -2.35398 0.38290  0.1607

Cartesian forces, eV/Å:
O 1.10 -0.58 -0.34
C -1.19 -0.98 0.20
C 1.38 1.29 -3.28
C 0.34 0.79 -0.27
N 0.97 -3.18 2.27
C 0.84 -1.29 -2.23
O -1.46 -0.11 1.16
C -0.44 1.81 -0.05
H -0.27 0.25 0.47
H -0.17 -0.64 3.86
H 0.05 -0.26 -0.82
H -1.16 2.91 -0.96

---

3.
Here is a structure of composition C33H34CrFIN9O4P from the Open Molecules 2025 dataset. Energies are from the ωB97M-V functional and the def2-TZVPD basis.

Summary:
* molar mass: 849.57 g mol⁻¹
* LUMO level (alpha / beta): 0.01 / -0.14 eV
* 2S+1: 5
* <S²>: 6.065
* total energy: -3855.17911 Eh
* HOMO-LUMO gap (alpha / beta): 4.14 / 7.27 eV

Last column: Löwdin charge in e.
Geometry (Å):
Cr 0.44464 0.42563 -0.39047  0.6431
C -0.76571 0.43943 3.73481  -0.0914
C 0.45769 0.09463 4.39092  -0.0975
C 1.59242 -0.05158 3.64609  -0.0446
C 1.57710 0.12156 2.24322  -0.2551
N 0.35634 0.40888 1.61818  -0.0779
C -0.74604 0.57365 2.37702  -0.1679
C 2.70467 0.04180 1.36639  -0.2479
C 4.02972 -0.18050 1.80114  -0.0537
C 5.06959 -0.22948 0.89152  -0.1115
C 4.83535 -0.04621 -0.46715  -0.1141
C 3.52217 0.16995 -0.90175  -0.1510
C 2.44561 0.20166 -0.02989  -0.2504
H -1.68452 0.59132 4.28273  0.0885
H 0.48516 -0.04069 5.46399  0.0929
H 2.52802 -0.29864 4.13093  0.0982
H -1.64609 0.81347 1.82452  0.0867
H 4.24601 -0.30740 2.85510  0.0937
H 6.07869 -0.40195 1.24754  0.0957
H 5.65469 -0.06468 -1.17478  0.0879
H 3.36636 0.33168 -1.96526  0.0823
I 2.24726 -2.53028 -5.19480  0.9134
C 1.24697 -0.87194 -4.45002  -0.7024
C 0.53511 -0.01297 -5.27160  -0.1073
C -0.11424 1.06334 -4.69109  -0.0249
C -0.04898 1.22704 -3.31998  -0.0929
N 0.63643 0.39884 -2.53117  0.0087
C 1.28175 -0.62465 -3.09071  -0.2302
H 0.48525 -0.18272 -6.33862  0.1046
H -0.68243 1.76130 -5.28891  0.1158
H -0.56917 2.04027 -2.83260  0.1134
H 1.85338 -1.25602 -2.42487  0.0678
N 0.64528 6.69936 0.07507  0.1317
C 0.61694 5.34981 -0.06930  -0.3102
C 1.76158 4.56846 0.12846  0.0051
C 1.68808 3.20353 -0.01806  -0.0823
N 0.55841 2.55795 -0.34687  -0.0079
C -0.53995 3.30748 -0.52661  -0.1204
C -0.56158 4.67557 -0.41295  0.0066
H 1.50417 7.17646 0.27340  0.1029
H -0.16814 7.25332 -0.11480  0.1029
H 2.70484 5.02321 0.40116  0.1153
H 2.56010 2.58108 0.13324  0.1112
H -1.44109 2.77211 -0.77964  0.0809
H -1.48803 5.20594 -0.59115  0.1130
C -1.07580 -4.76484 0.32288  -0.1901
N -0.37885 -4.58057 -0.94804  -0.1442
C 1.00037 -5.03768 -0.79244  -0.1889
N 1.71834 -4.39613 0.30481  -0.1420
C 0.95562 -4.58130 1.53848  -0.1816
N -0.42703 -4.11134 1.45545  -0.1420
C -0.48391 -2.65363 1.34626  -0.2719
P 0.37129 -2.04213 -0.17522  1.0714
C -0.43817 -3.18644 -1.38758  -0.2855
C 1.95517 -2.97739 0.03550  -0.2719
H -1.11869 -5.83672 0.53065  0.1258
H -2.09625 -4.38761 0.22766  0.1270
H 1.54154 -4.86345 -1.72526  0.1241
H 0.97720 -6.11307 -0.59926  0.1260
H 1.46124 -4.05758 2.35169  0.1313
H 0.93536 -5.64962 1.76600  0.1261
H -0.01344 -2.19782 2.22045  0.0894
H -1.52548 -2.32135 1.33171  0.0977
H 0.04373 -3.09388 -2.36450  0.0811
H -1.47478 -2.87924 -1.52835  0.0782
H 2.51663 -2.52780 0.85681  0.0938
H 2.57499 -2.87337 -0.85926  0.0955
F -4.78400 0.21375 3.38768  0.0987
C -4.56859 0.95465 2.30086  -0.1979
C -4.40534 0.39732 1.09831  0.0462
N -4.18701 1.14620 -0.03956  0.0012
C -3.86616 0.46171 -1.28187  -0.0265
C -2.40831 -0.02275 -1.37977  -0.6055
O -2.13249 -0.79302 -2.29134  0.0297
O -1.60409 0.49372 -0.52514  -0.1428
C -4.03084 2.50969 0.02561  -0.4725
O -3.73148 3.20139 -0.93143  0.0653
N -4.24394 3.05440 1.27652  0.2273
C -4.50326 2.40063 2.48005  -0.3987
O -4.63964 3.00213 3.51647  0.1121
H -4.43705 -0.67526 0.96664  0.1543
H -4.05472 1.14398 -2.10762  0.1355
H -4.53044 -0.39310 -1.39619  0.1349
H -4.15554 4.05853 1.33002  0.1682

Cartesian forces, eV/Å:
Cr -0.03 0.05 0.04
C -0.06 0.02 -0.11
C 0.07 -0.02 0.03
C 0.01 0.00 0.00
C 0.06 -0.06 0.07
N 0.03 0.06 -0.04
C -0.09 -0.03 0.07
C 0.03 0.00 0.01
C -0.01 0.00 0.00
C 0.01 -0.01 0.03
C -0.01 0.02 -0.02
C 0.07 0.01 0.01
C -0.01 -0.04 -0.01
H 0.00 0.00 0.00
H 0.01 0.00 0.00
H 0.00 -0.01 0.01
H -0.03 0.01 0.00
H 0.00 0.00 0.00
H 0.00 0.00 0.00
H -0.01 0.00 0.00
H 0.02 0.01 0.00
I 0.02 -0.04 -0.02
C -0.04 0.08 0.00
C -0.01 -0.01 -0.03
C 0.02 -0.02 0.03
C -0.01 0.00 0.00
N -0.04 -0.05 0.06
C 0.01 -0.05 -0.01
H 0.00 0.00 0.00
H 0.00 0.00 -0.01
H 0.00 0.00 0.02
H -0.02 -0.02 0.02
N 0.01 0.03 0.00
C -0.01 -0.01 -0.01
C 0.01 -0.03 0.01
C 0.01 0.02 0.02
N 0.01 -0.05 -0.02
C 0.05 -0.02 -0.05
C 0.00 0.00 0.01
H 0.00 0.00 0.00
H -0.01 0.00 0.00
H 0.00 0.01 0.00
H 0.00 0.02 0.00
H -0.09 0.01 0.01
H -0.01 0.00 0.02
C 0.00 -0.01 -0.01
N 0.02 0.00 -0.01
C -0.01 -0.04 0.00
N 0.01 0.02 0.01
C 0.00 0.00 -0.01
N -0.01 0.02 0.04
C 0.02 0.01 0.03
P -0.01 0.00 -0.05
C -0.06 -0.03 -0.05
C 0.03 -0.01 0.04
H 0.00 0.01 0.00
H 0.01 0.00 0.00
H 0.00 0.00 0.01
H 0.01 0.01 0.00
H 0.00 -0.01 0.00
H 0.00 0.01 0.00
H -0.01 0.01 -0.01
H 0.00 0.01 -0.01
H 0.02 0.01 -0.01
H 0.04 0.00 0.01
H 0.00 0.00 -0.01
H -0.02 0.02 -0.01
F -0.02 -0.04 0.04
C 0.03 -0.01 -0.11
C -0.01 0.06 0.09
N 0.02 -0.04 0.01
C 0.03 -0.15 0.08
C 0.07 0.34 -0.20
O -0.05 -0.04 0.08
O -0.13 -0.01 -0.05
C 0.07 0.08 -0.01
O -0.06 -0.05 0.02
N -0.01 -0.02 -0.06
C 0.05 -0.03 0.01
O -0.03 0.01 0.02
H -0.01 -0.01 0.00
H 0.05 0.01 0.01
H 0.00 -0.02 -0.01
H 0.02 0.02 0.00

---

Values of strongest force on any atom, in order: 2.01 4.03 0.40, all in eV Å⁻¹.